1.
106
Properties=species:S:1:pos:R:3 method="wB97M-V/def2-TZVPD" charge=-2
Na 1.45 -2.21 0.07
N -1.45 -1.37 -1.90
N -1.59 -0.51 -2.99
C -0.67 0.33 -3.48
N -1.00 0.95 -4.64
N 0.41 0.53 -2.74
N 1.44 1.27 -3.24
O 1.43 1.72 -4.41
O 2.37 1.45 -2.50
H -0.80 -2.12 -2.11
H -1.09 -0.87 -1.08
H -2.50 -0.51 -3.43
H -1.66 0.48 -5.24
H -0.22 1.45 -5.07
Cl -2.88 -8.29 0.83
C -2.22 -6.68 0.66
C -2.52 -5.71 1.63
C -2.00 -4.46 1.51
Cl -2.38 -3.27 2.72
C -1.13 -4.03 0.42
O -0.65 -2.88 0.38
C -0.90 -5.07 -0.56
C -0.14 -4.84 -1.77
O 0.32 -3.80 -2.21
C -1.43 -6.36 -0.41
H -3.15 -5.96 2.48
H 0.00 -5.77 -2.36
H -1.21 -7.10 -1.16
O 6.49 2.91 0.91
C 6.47 1.88 1.64
O 7.38 1.35 2.29
C 5.11 1.12 1.63
C 4.00 1.72 1.05
C 2.86 0.95 0.85
N 2.79 -0.35 1.14
C 3.82 -0.91 1.79
C 4.99 -0.19 2.07
C 3.74 -2.43 2.07
O 4.56 -2.87 2.89
O 2.88 -3.05 1.40
H 4.07 2.74 0.71
H 2.01 1.37 0.31
H 5.82 -0.70 2.54
N 10.40 2.98 -2.83
C 9.46 2.31 -2.74
C 8.29 1.49 -2.70
C 8.13 0.50 -3.67
C 7.00 -0.30 -3.67
C 6.01 -0.11 -2.71
C 6.17 0.88 -1.75
C 7.31 1.67 -1.72
N 4.86 -0.93 -2.71
C 4.36 -1.73 -3.72
C 3.26 -2.33 -3.20
N 3.05 -1.93 -1.90
C 4.03 -1.10 -1.64
H 8.90 0.36 -4.42
H 6.90 -1.09 -4.41
H 5.41 1.05 -1.00
H 7.42 2.40 -0.93
H 4.81 -1.78 -4.70
H 2.57 -3.02 -3.68
H 4.22 -0.62 -0.70
C -5.39 3.34 2.65
C -3.92 3.06 2.98
C -3.48 4.06 4.07
C -3.84 1.65 3.58
C -3.03 3.24 1.71
O -3.08 4.63 1.31
C -3.50 2.46 0.46
C -3.59 0.92 0.43
C -4.97 0.31 0.49
C -6.06 0.84 -0.20
C -7.31 0.23 -0.16
C -7.47 -0.93 0.58
Cl -9.04 -1.69 0.64
C -6.41 -1.49 1.26
C -5.17 -0.87 1.21
C -1.51 3.06 1.95
N -0.95 1.77 1.65
C -0.54 1.29 0.46
N -0.27 0.01 0.55
C -0.49 -0.26 1.87
N -0.91 0.77 2.57
H -5.99 3.23 3.56
H -5.78 2.64 1.92
H -5.56 4.36 2.29
H -4.20 4.04 4.88
H -3.41 5.07 3.68
H -2.51 3.79 4.50
H -4.34 1.66 4.55
H -2.81 1.33 3.74
H -4.35 0.92 2.96
H -4.01 4.86 1.17
H -2.83 2.79 -0.34
H -4.48 2.88 0.19
H -3.00 0.47 1.22
H -3.13 0.57 -0.50
H -5.94 1.74 -0.80
H -8.15 0.65 -0.70
H -6.54 -2.41 1.81
H -4.33 -1.32 1.72
H -1.24 3.29 2.98
H -1.02 3.79 1.31
H -0.47 1.89 -0.44
H -0.35 -1.24 2.29



2.
87
Properties=species:S:1:pos:R:3 method="wB97M-V/def2-TZVPD" charge=+2
Sc 1.33 0.00 0.72
Cl 3.48 -0.02 -0.08
P 0.06 -2.47 -0.27
P 0.07 2.42 -0.31
C 0.41 -3.44 1.25
C 1.18 -3.30 -1.46
C -1.57 -3.15 -0.81
C -1.60 3.19 -0.34
C 0.86 3.48 0.98
C 0.76 3.17 -1.82
C -0.57 -4.19 1.92
C -0.31 -4.68 3.21
C 0.91 -4.43 3.84
C 1.89 -3.72 3.14
C 1.67 -3.27 1.85
H -1.51 -4.42 1.43
H -1.07 -5.27 3.71
H 1.10 -4.81 4.83
H 2.86 -3.54 3.61
H 2.50 -2.80 1.29
C -2.74 -2.72 -0.15
C -4.00 -3.16 -0.57
C -4.13 -4.04 -1.65
C -2.98 -4.50 -2.28
C -1.71 -4.07 -1.87
H -2.68 -2.05 0.71
H -4.89 -2.83 -0.03
H -5.12 -4.37 -1.97
H -3.06 -5.21 -3.10
H -0.83 -4.48 -2.37
C 1.75 -4.56 -1.24
C 2.74 -5.04 -2.09
C 3.15 -4.29 -3.20
C 2.50 -3.08 -3.48
C 1.50 -2.60 -2.64
H 1.43 -5.17 -0.39
H 3.19 -6.01 -1.89
H 3.95 -4.65 -3.85
H 2.76 -2.51 -4.37
H 0.97 -1.68 -2.90
C 2.25 3.69 0.93
C 2.91 4.19 2.04
C 2.23 4.47 3.23
C 0.84 4.27 3.27
C 0.16 3.79 2.16
H 2.82 3.47 0.03
H 3.97 4.40 1.97
H 2.75 4.91 4.07
H 0.30 4.54 4.17
H -0.92 3.67 2.20
C -2.68 2.48 0.24
C -3.96 3.03 0.27
C -4.21 4.29 -0.28
C -3.15 5.00 -0.85
C -1.87 4.45 -0.90
H -2.52 1.48 0.64
H -4.78 2.46 0.72
H -5.21 4.72 -0.25
H -3.30 6.00 -1.27
H -1.08 5.02 -1.38
C 1.13 4.52 -1.94
C 1.82 4.98 -3.07
C 2.13 4.09 -4.10
C 1.68 2.77 -4.02
C 0.96 2.31 -2.92
H 0.87 5.25 -1.17
H 2.09 6.03 -3.13
H 2.68 4.44 -4.98
H 1.89 2.08 -4.84
H 0.57 1.29 -2.92
H -2.69 0.15 -1.23
H -2.33 0.31 -1.86
C 2.58 0.22 5.22
C 1.37 0.10 4.39
C 0.03 -0.10 4.67
C -0.65 -0.14 3.44
N 0.24 0.04 2.44
N 1.47 0.18 3.07
C -2.07 -0.35 3.18
H 2.55 1.13 5.84
H 2.71 -0.67 5.85
H 3.49 0.31 4.63
H -0.36 -0.20 5.66
H 2.35 0.43 2.59
H -2.37 -1.35 3.54
H -2.65 0.44 3.69
H -2.24 -0.30 2.10



| no. | HOMO (eV) | E_tot (Eh) |
| --- | --- | --- |
| 1 | -3.3 | -4463.63547 |
| 2 | -13.8 | -3599.02973 |